# 1
The following is a DFT calculation (the ωB97M-V functional and the def2-TZVPD basis) of C4H2ClNOS in the gas phase.

Geometry as XYZ:
```
10
Properties=species:S:1:pos:R:3:nbo_charge:R:1
C 0.32757 0.25768 1.04581 0.37
C -0.62048 -0.48697 1.62470 -0.43
C -1.31498 -1.20303 0.64342 0.18
C -0.46703 -0.19837 -1.21012 0.30
H -1.06138 -0.59141 2.74148 0.27
H -2.13746 -1.97489 0.94790 0.20
N -1.33516 -0.97626 -0.59491 -0.52
O 0.44705 0.55646 -0.23108 -0.46
S -0.25343 -0.04453 -2.82612 0.00
Cl 1.49841 0.90853 2.05405 0.09
```

Properties
- ΔE to the lowest compared entry with this formula, charge and spin: 48.5 kcal per mole
- LUMO: -0.86 eV
- Structure (SMILES): S=c1nccc(Cl)o1


# 2
The following is a DFT calculation (the ωB97M-V functional and the def2-TZVPD basis) of 9 unconnected molecules or ions with the total composition C38H46F21NO14.

Geometry as XYZ:
```
120
Properties=species:S:1:pos:R:3:mulliken_charge:R:1
N 3.25373 -2.45214 7.44571 0.01
C 2.15106 -3.22135 7.15016 -0.61
C 1.63786 -2.75435 5.94949 -0.33
C 2.40060 -1.68089 5.48998 -0.40
C 3.34404 -1.42942 6.53309 -0.52
H 3.89918 -2.64797 8.19747 0.21
H 1.87867 -4.03064 7.81140 0.38
H 0.81459 -3.16192 5.38158 0.42
H 2.11211 -1.08257 4.63839 0.43
H 4.14214 -0.72867 6.72898 0.41
C -0.58594 0.23407 -1.78314 -0.46
C -0.68293 -0.63073 -0.66675 -0.58
C 0.43611 -0.73785 0.16551 -0.25
C 1.63902 -0.11808 -0.10811 -0.39
C 1.73858 0.68077 -1.24351 -0.52
C 0.59296 0.92145 -2.03248 -0.31
H -1.41581 0.45019 -2.43965 0.44
H -1.45426 -1.34512 -0.41955 0.46
H 0.41789 -1.42333 0.99988 0.38
H 2.56549 -0.27110 0.42541 0.42
H 2.63316 1.27257 -1.36964 0.41
H 0.63348 1.67868 -2.80148 0.41
C 3.55928 -3.65118 -4.52624 -1.08
C 2.30299 -4.56157 -4.39089 -0.27
O 2.56351 -5.80483 -3.77573 -0.23
C 1.96765 -7.01465 -4.24140 0.43
O 1.09436 -7.08100 -5.12066 -0.52
C 2.61416 -8.30094 -3.65176 0.84
F 3.53866 -8.03588 -2.66295 -0.25
F 1.73702 -9.13417 -3.12649 -0.24
F 3.25139 -8.91937 -4.57229 -0.24
H 3.49689 -2.91778 -5.33018 0.35
H 4.43043 -4.25969 -4.76896 0.35
H 3.79849 -3.21285 -3.55735 0.26
H 1.95457 -4.70210 -5.41411 0.30
H 1.50220 -4.03033 -3.87648 0.31
C 7.41765 5.20804 -8.66149 -0.99
C 8.24364 5.21450 -7.34109 -0.36
O 7.50395 4.50134 -6.40970 -0.27
C 7.92820 3.20136 -6.21967 0.36
O 8.90725 2.65117 -6.77012 -0.52
C 7.10591 2.44169 -5.17783 0.90
F 7.35080 1.17573 -5.15255 -0.24
F 7.41508 2.87350 -3.97414 -0.26
F 5.77270 2.59462 -5.32893 -0.26
H 6.40865 5.54557 -8.42464 0.30
H 7.44209 4.21179 -9.10307 0.28
H 8.00975 5.79583 -9.36292 0.35
H 8.42947 6.20766 -6.93220 0.37
H 9.28779 4.95648 -7.51798 0.35
C 0.04628 -7.54615 1.56117 -1.15
C -0.24216 -7.15907 3.02261 -0.25
O -0.98354 -8.24708 3.63185 -0.23
C -1.81505 -7.98167 4.62566 0.48
O -2.09187 -6.83862 5.04541 -0.58
C -2.43297 -9.29853 5.15023 0.82
F -1.87245 -10.42332 4.64460 -0.24
F -2.33689 -9.33087 6.48966 -0.24
F -3.71943 -9.40738 4.82488 -0.25
H 0.53376 -8.52056 1.59254 0.33
H 0.42387 -6.66809 1.03719 0.37
H -0.87748 -7.84686 1.06688 0.32
H -0.89799 -6.29316 2.93203 0.29
H 0.59055 -6.90211 3.67733 0.33
C -11.00883 -1.35494 2.53978 -1.10
C -9.72239 -0.59492 2.13342 -0.19
O -8.61916 -1.45491 1.90320 -0.28
C -7.78956 -1.89478 2.84680 0.40
O -7.71679 -1.56483 3.99997 -0.50
C -6.68830 -2.91649 2.34413 0.82
F -5.44428 -2.61930 2.62892 -0.24
F -7.02585 -4.10318 2.87111 -0.25
F -6.62935 -3.08291 1.00560 -0.25
H -11.74787 -0.61249 2.84095 0.35
H -10.79598 -2.07344 3.33132 0.32
H -11.42559 -1.90062 1.69322 0.31
H -9.39834 0.00543 2.98352 0.32
H -9.84690 0.00875 1.23444 0.29
C -6.09222 3.39458 2.33323 -1.00
C -5.01432 2.93190 1.32311 -0.21
O -5.59669 2.07217 0.29257 -0.26
C -6.19855 2.65993 -0.79918 0.46
O -6.33464 3.93401 -0.84021 -0.57
C -6.65641 1.69111 -1.97286 0.73
F -6.67442 0.41189 -1.61869 -0.21
F -7.88858 1.97709 -2.44649 -0.24
F -5.77117 1.81245 -2.98025 -0.24
H -6.84018 3.99907 1.82015 0.31
H -5.53467 3.98269 3.06218 0.36
H -6.59959 2.57009 2.83414 0.24
H -4.26025 2.31121 1.80709 0.32
H -4.57675 3.77820 0.79360 0.30
C -2.76977 6.26147 -3.81073 -1.22
C -1.90245 5.86552 -2.68097 -0.13
O -0.69299 6.52579 -2.93278 -0.17
C 0.14378 6.69532 -1.99369 0.44
O 0.04408 6.21915 -0.88171 -0.55
C 1.41609 7.48751 -2.43266 0.83
F 2.56911 7.11392 -1.76197 -0.25
F 1.67306 7.28125 -3.68642 -0.24
F 1.36076 8.78071 -2.32274 -0.26
H -3.02054 7.30799 -3.63743 0.31
H -3.73357 5.78400 -3.98746 0.38
H -2.17786 6.17622 -4.72203 0.31
H -1.81794 4.78108 -2.61052 0.27
H -2.40228 6.19262 -1.76923 0.28
C 2.04409 4.74979 4.61939 -1.11
C 3.26934 3.77891 4.81333 -0.18
O 4.19123 4.02296 3.75688 -0.20
C 5.32562 3.25501 3.62930 0.38
O 5.83651 2.61066 4.54609 -0.52
C 6.10770 3.48066 2.28288 0.81
F 6.12920 2.33803 1.60501 -0.25
F 5.50979 4.30808 1.47790 -0.24
F 7.31802 3.98066 2.46705 -0.24
H 1.24778 4.40072 5.27677 0.35
H 1.72251 4.59942 3.58882 0.30
H 2.22815 5.82411 4.62653 0.32
H 2.96650 2.73476 4.89169 0.28
H 3.80085 4.06487 5.72099 0.29
```

Properties
- ΔE to the lowest compared entry with this formula, charge and spin: 117.3 kcal per mole
- LUMO: 0.11 eV
- Structure (SMILES): CCOC(=O)C(F)(F)F.CCOC(=O)C(F)(F)F.CCOC(=O)C(F)(F)F.CCOC(=O)C(F)(F)F.CCOC(=O)C(F)(F)F.CCOC(=O)C(F)(F)F.CCOC(=O)C(F)(F)F.c1cc[nH]c1.c1ccccc1